Entry 1:
The following is a quantum chemistry calculation of a 19-piece molecular cluster, H37O19 overall in a non-equilibrium geometry, from OMol25.

Calculated values
* E_HOMO: -6.7275 eV
* gap between HOMO and LUMO: 9.008 eV
* E_LUMO: 2.28 eV
* max |F|: 3.8 eV/Å
* total charge: -1

Geometry (Å):
O 3.402 -0.063 -2.985
H -0.625 4.579 0.207
H -3.427 0.773 2.921
O 1.171 1.375 -1.788
H 1.036 -0.431 0.534
H 1.063 2.308 -1.474
O -2.711 1.242 2.476
H -2.279 1.476 -1.303
H 1.368 -0.843 3.918
O 3.557 2.300 -1.387
H 4.228 1.895 -1.890
H 2.721 1.901 -1.173
O -0.402 -2.256 0.500
H -0.129 -1.384 0.193
H 3.731 2.003 1.452
O -0.709 -0.325 -1.386
H -1.341 1.683 -3.221
H -1.190 -1.910 1.039
O 0.689 -0.771 4.574
H 3.751 2.954 0.246
H 0.240 -0.057 4.070
O 3.591 2.900 1.189
H 1.361 -3.765 3.069
O 3.024 -3.310 0.367
H -0.166 2.323 -4.016
H 3.542 -3.312 -0.433
O -2.117 2.260 -1.809
H 1.871 -0.944 1.679
H -1.736 2.931 -1.210
O -2.580 -0.558 0.551
H -3.509 -0.711 0.506
H -1.912 -1.133 -2.676
O 1.353 -0.143 1.375
H -0.261 -1.177 -1.597
H -2.574 3.290 3.092
O -1.016 1.867 -4.102
H -2.676 3.015 1.586
H -1.493 -0.481 -0.794
O 1.474 -3.012 2.484
H -2.584 0.902 1.535
H -0.395 -3.837 -2.730
O -2.549 -2.675 3.039
H 3.282 -3.863 1.091
H -2.825 -2.442 2.145
O -2.565 3.724 2.225
H -3.080 -2.053 -2.390
H 2.715 0.506 -2.517
O -2.419 -1.812 -3.024
H 0.574 -2.860 2.152
H -1.672 -2.254 3.026
O -0.832 3.795 -0.306
H -0.212 3.077 -0.089
H 0.147 1.143 -1.728
O -0.453 -4.446 -2.016
H 3.164 0.259 -3.864
H -0.071 -4.095 -1.170



Entry 2:
The following is a quantum chemistry calculation of one molecule with the formula C21H20N2O3 in a non-equilibrium geometry, from OMol25.

Calculated values
* structure (SMILES): CN1c2ccccc2[C@]2(C)CCCC3=Cc4cccc([N+](=O)[O-])c4O[C@@]312
* E_HOMO: -7.9193 eV
* gap between HOMO and LUMO: 7.717 eV
* E_LUMO: -0.20 eV
* max |F|: 1.2 eV/Å

Geometry (Å):
C 0.772 -0.024 2.292
N -0.372 0.002 1.416
C -1.228 1.102 1.402
C -1.406 2.073 2.368
C -2.357 3.058 2.135
C -3.104 3.074 0.971
C -2.922 2.093 0.003
C -1.981 1.116 0.224
C -1.609 -0.092 -0.602
C -1.477 0.202 -2.092
C -2.660 -1.183 -0.325
C -2.159 -2.587 -0.628
C -0.963 -2.892 0.270
C 0.135 -1.918 -0.004
C 1.397 -2.288 -0.246
C 2.434 -1.315 -0.513
C 3.777 -1.643 -0.611
C 4.729 -0.673 -0.896
C 4.332 0.629 -1.107
C 2.984 0.978 -1.032
N 2.619 2.340 -1.294
O 1.479 2.585 -1.626
O 3.495 3.177 -1.180
C 2.014 0.016 -0.711
O 0.738 0.373 -0.622
C -0.234 -0.463 0.044
H 0.425 0.063 3.321
H 1.287 -0.978 2.179
H 1.481 0.789 2.089
H -0.824 2.080 3.277
H -2.507 3.829 2.877
H -3.830 3.856 0.810
H -3.502 2.107 -0.907
H -0.827 1.058 -2.247
H -2.455 0.426 -2.510
H -1.059 -0.654 -2.619
H -3.548 -0.958 -0.918
H -2.944 -1.134 0.729
H -1.865 -2.673 -1.676
H -2.955 -3.310 -0.441
H -0.600 -3.909 0.112
H -1.274 -2.795 1.315
H 1.674 -3.333 -0.256
H 4.076 -2.670 -0.462
H 5.771 -0.940 -0.964
H 5.043 1.405 -1.346



Entry 3:
The following is a quantum chemistry calculation of a 4-piece molecular cluster, C24H38BrF9NO7 overall in a non-equilibrium geometry, from OMol25.

Calculated values
* E_HOMO: -13.0729 eV
* gap between HOMO and LUMO: 9.046 eV
* E_LUMO: -4.03 eV
* max |F|: 1.5 eV/Å
* total charge: +1

Geometry (Å):
C 1.431 -0.619 2.312
C 2.125 -0.369 0.983
C 1.585 -1.164 -0.210
C 0.122 -0.822 -0.543
C -0.778 -1.952 -1.091
N -1.813 -2.431 -0.149
C -2.960 -1.878 -0.153
C -3.835 -2.420 0.908
C -2.777 -3.010 1.849
C -1.745 -3.496 0.864
Br -2.489 -5.101 -0.047
C -0.370 -3.895 1.456
O 0.057 -5.194 1.169
C 1.196 -5.292 0.310
C 2.491 -5.003 1.047
H 1.778 0.068 3.070
H 0.348 -0.562 2.260
H 1.689 -1.611 2.664
H 3.164 -0.642 1.114
H 2.061 0.679 0.718
H 1.709 -2.233 -0.094
H 2.191 -0.893 -1.064
H -0.355 -0.306 0.280
H 0.169 -0.098 -1.346
H -1.327 -1.526 -1.914
H -0.196 -2.770 -1.493
H -3.225 -1.094 -0.836
H -4.528 -3.158 0.521
H -4.423 -1.667 1.418
H -2.371 -2.172 2.408
H -3.092 -3.798 2.512
H 0.390 -3.180 1.180
H -0.492 -3.842 2.533
H 1.069 -4.605 -0.522
H 1.210 -6.303 -0.065
H 2.774 -3.961 0.945
H 3.300 -5.599 0.651
H 2.378 -5.239 2.096
C 0.490 4.070 3.623
C 0.234 2.603 3.870
O -1.096 2.225 3.436
C -1.243 2.004 2.147
O -0.408 2.079 1.290
C -2.682 1.546 1.863
F -3.594 2.265 2.515
F -2.814 0.244 2.227
F -2.950 1.601 0.549
H -0.277 4.681 4.100
H 1.462 4.354 4.018
H 0.472 4.296 2.558
H 0.268 2.373 4.932
H 0.973 1.979 3.369
C 6.391 2.770 -1.841
C 5.623 1.865 -0.903
O 5.090 2.604 0.216
C 3.952 3.250 0.004
O 3.313 3.274 -1.007
C 3.520 3.959 1.299
F 4.551 4.577 1.890
F 3.022 3.050 2.168
F 2.571 4.863 1.048
H 7.171 3.305 -1.300
H 6.853 2.184 -2.634
H 5.735 3.511 -2.298
H 6.282 1.119 -0.466
H 4.817 1.343 -1.418
C -4.142 2.084 -2.429
C -2.982 1.698 -3.320
O -3.403 0.824 -4.382
C -3.944 1.418 -5.447
O -4.108 2.591 -5.597
C -4.300 0.357 -6.502
F -4.900 -0.703 -5.931
F -3.176 -0.069 -7.106
F -5.115 0.869 -7.420
H -4.650 1.194 -2.051
H -3.786 2.671 -1.584
H -4.878 2.675 -2.971
H -2.241 1.128 -2.759
H -2.482 2.574 -3.730